The following is a DFT calculation (ωB97M-V/def2-TZVPD) of a structure of composition C44H37NO6PS7W.

Its LUMO energy (alpha / beta) is 1.85 / 1.87 eV. The largest force on an atom comes out at 1.581 eV/Å. For the energy above the lowest of the compared OMol25 structures with the same formula, charge and spin, the calculation gives 98.7 kJ/mol. The gap between HOMO and LUMO (alpha / beta) comes out at 6.27 / 6.28 eV. As for the net charge: -1. The energy comes out at -5401.00363 Ha. As for the spin multiplicity: 1.

```
97
Properties=species:S:1:pos:R:3:forces:R:3
W -0.7560 0.3314 0.7837 1.5 -0.1 0.3
O -3.9096 2.0282 3.0011 0.1 0.1 0.1
S -2.8677 1.0583 2.8335 0.1 -0.1 0.0
O -3.1913 -0.1407 2.0839 -0.2 0.1 0.1
O -1.6055 1.6519 2.2395 -0.2 -0.1 -0.4
C -2.3512 0.5403 4.4588 0.0 0.1 0.0
C -3.1155 0.9902 5.5246 0.1 -0.1 0.0
C -2.8021 0.6150 6.8241 0.0 0.0 -0.1
C -1.7190 -0.2117 7.0542 0.0 0.0 -0.1
C -0.9490 -0.6630 5.9885 -0.1 0.0 0.1
C -1.2522 -0.2922 4.6882 0.0 -0.1 0.0
S -0.0759 -0.8501 3.4471 -0.1 0.1 0.1
O -0.8485 -1.2927 2.2478 -0.1 -0.1 0.3
O 0.6595 -1.9076 4.0721 0.1 0.0 -0.1
O 0.6429 0.3512 3.0352 -0.1 0.1 0.1
H -3.9546 1.6351 5.3150 -0.1 0.0 0.0
H -3.4055 0.9720 7.6480 0.0 0.0 0.0
H -1.4644 -0.5112 8.0615 0.0 0.0 0.0
H -0.1047 -1.3132 6.1532 0.1 0.0 0.0
C 1.7259 0.3179 -2.4696 0.1 0.1 0.0
C 1.4099 -1.0638 -2.9403 0.0 0.1 0.0
C 2.2266 -1.6659 -3.8890 0.0 -0.1 0.0
C 1.9665 -2.9345 -4.3834 0.0 0.1 0.0
C 0.8555 -3.6247 -3.9389 0.0 0.0 0.1
C 0.0328 -3.0449 -2.9840 0.1 0.0 0.1
C 0.3075 -1.7820 -2.4599 -0.1 -0.1 0.1
P -0.9193 -1.0125 -1.3281 -0.1 0.1 -0.2
C -2.0320 -2.4091 -0.9063 0.0 0.1 0.0
C -1.5653 -3.1379 0.1883 0.0 0.0 0.0
C -2.2512 -4.2338 0.6799 0.0 0.0 0.0
C -3.4495 -4.5956 0.0901 0.0 0.0 0.0
C -3.9361 -3.8595 -0.9784 0.0 0.0 0.0
C -3.2488 -2.7659 -1.5027 -0.1 -0.1 0.0
C -3.8572 -2.0583 -2.6834 -0.1 0.0 0.0
C -1.7526 0.0936 -2.4990 0.0 0.1 0.0
C -1.6880 0.0442 -3.8878 0.0 0.1 0.1
C -2.3268 1.0185 -4.6352 0.0 0.0 0.0
C -3.0337 2.0316 -3.9920 0.0 0.0 -0.1
C -3.0926 2.0802 -2.6106 0.1 -0.1 0.0
C -2.4373 1.1135 -1.8480 0.0 0.0 0.0
C -2.4686 1.0867 -0.3578 -0.2 -0.2 0.0
H 2.6011 0.7053 -2.9869 0.1 0.1 0.0
H 1.9349 0.3052 -1.3990 0.0 0.1 -0.2
H 0.8955 1.0009 -2.6469 -0.1 0.1 0.0
H 3.0901 -1.1195 -4.2441 0.1 0.0 0.0
H 2.6308 -3.3771 -5.1128 0.0 0.0 0.0
H 0.6379 -4.6188 -4.3027 0.0 0.0 0.0
H -0.8198 -3.6037 -2.6283 -0.1 0.0 0.1
H -0.6564 -2.8245 0.6822 0.0 -0.1 -0.1
H -1.8529 -4.7803 1.5231 0.0 0.0 0.0
H -4.0136 -5.4412 0.4641 0.0 0.0 0.0
H -4.8797 -4.1383 -1.4306 0.0 0.0 0.0
H -4.8064 -2.5272 -2.9366 0.0 0.0 0.0
H -3.2126 -2.1071 -3.5606 0.0 0.0 0.0
H -4.0440 -1.0033 -2.4834 0.0 0.0 0.0
H -1.1318 -0.7428 -4.3816 0.0 0.0 0.0
H -2.2695 0.9952 -5.7140 0.0 0.0 -0.1
H -3.5284 2.7961 -4.5759 0.0 0.0 0.0
H -3.6240 2.8785 -2.1125 -0.1 0.1 0.1
H -3.2835 0.4128 -0.0533 0.1 0.2 0.0
H -2.7106 2.0768 0.0483 0.1 -0.2 0.0
N 0.4280 1.5974 0.2044 -0.3 0.4 0.0
C 1.2570 2.5469 -0.0163 0.0 -0.4 0.1
C 0.8118 3.7818 -0.7055 0.0 0.0 0.0
C -0.2100 3.7391 -1.6502 0.0 -0.1 0.0
C -0.6497 4.8938 -2.2725 0.0 0.1 0.0
C -0.0712 6.1169 -1.9626 0.0 0.0 0.0
C 0.9498 6.1717 -1.0218 0.0 0.0 0.0
C 1.3903 5.0161 -0.3999 0.0 -0.1 0.0
C 2.6892 2.4267 0.3710 0.0 0.0 0.0
C 3.6842 2.8123 -0.5279 0.0 0.0 0.0
C 5.0225 2.6528 -0.2093 0.0 0.0 0.0
C 5.3842 2.1130 1.0168 0.0 0.0 0.0
C 4.4000 1.7356 1.9165 0.0 0.1 0.0
C 3.0600 1.8882 1.5991 0.1 0.0 0.0
H -0.6575 2.7848 -1.8974 0.1 0.1 0.0
H -1.4429 4.8327 -3.0071 0.0 0.0 0.0
H -0.4127 7.0206 -2.4489 0.0 0.0 0.0
H 1.4040 7.1215 -0.7672 0.0 0.0 0.0
H 2.1850 5.0663 0.3329 0.0 0.0 0.0
H 3.4029 3.2270 -1.4878 0.0 0.0 0.0
H 5.7835 2.9405 -0.9232 0.0 0.0 0.0
H 6.4283 1.9773 1.2645 0.0 0.0 0.0
H 4.6744 1.3043 2.8704 0.0 0.1 0.0
H 2.2960 1.5685 2.2905 -0.1 0.0 0.0
C 3.8166 -1.1505 3.3218 0.0 -0.2 0.1
S 4.8368 -1.7062 1.9391 0.0 0.0 -0.1
C 3.7644 -2.8470 1.1505 0.0 0.0 0.0
C 2.5520 -2.5922 0.5937 -0.2 -0.2 0.3
S 1.8218 -1.0208 0.5753 -0.2 0.3 -0.2
S 1.8071 -4.0017 -0.1304 -0.1 0.0 -0.1
C 3.0440 -5.1611 0.1739 0.0 -0.1 0.0
S 2.9481 -6.7415 -0.3152 0.0 0.1 0.0
S 4.3578 -4.4856 1.0424 0.0 0.0 0.0
H 4.4770 -0.5829 3.9734 0.0 0.0 0.1
H 3.4108 -1.9995 3.8665 0.0 0.0 0.0
H 3.0041 -0.5234 2.9680 0.0 0.0 0.0
```
Positions in Å, forces in eV/Å.

These are the Löwdin partial charges, in e, on atoms 1 to 8: atom 1 (W): 1.406, atom 2 (O): -0.278, atom 3 (S): 0.516, atom 4 (O): -0.333, atom 5 (O): -0.440, atom 6 (C): -0.217, atom 7 (C): -0.050, atom 8 (C): -0.069